Density functional theory data (the ωB97M-V functional and the def2-TZVPD basis) for C64H144AsF8NO4P4S2 as an isolated structure in a non-equilibrium geometry.

Structure (ORCA input):
```
! RIJCOSX wB97M-V def2-TZVPD def2/J DEFGRID3
* xyz 2 1
C 0.309 -1.204 9.015
C -0.694 -1.267 7.954
C -0.041 -1.153 6.525
C 0.649 -2.350 5.895
P -0.404 -3.976 5.772
C 0.226 -4.953 4.396
C -0.296 -6.398 4.365
C 0.618 -7.423 3.577
C 0.768 -7.050 2.126
C -2.047 -3.316 5.417
C -3.048 -4.444 5.064
C -4.394 -3.782 4.736
C -5.406 -4.674 4.027
C -0.443 -4.827 7.334
C 0.861 -5.517 7.765
C 0.608 -6.239 9.059
C 1.818 -6.953 9.623
H 1.089 -2.004 8.828
H -0.125 -1.368 10.027
H 0.882 -0.273 9.012
H -1.290 -0.344 7.872
H -1.359 -2.094 8.036
H 0.718 -0.337 6.659
H -0.813 -0.760 5.846
H 1.520 -2.541 6.530
H 1.075 -2.138 4.870
H 1.318 -4.979 4.482
H -0.056 -4.291 3.569
H -1.268 -6.456 3.867
H -0.450 -6.966 5.306
H 0.142 -8.368 3.639
H 1.616 -7.436 3.963
H -0.158 -6.774 1.641
H 1.189 -7.983 1.641
H 1.524 -6.270 1.932
H -1.990 -2.554 4.608
H -2.447 -2.808 6.325
H -3.179 -5.201 5.804
H -2.691 -4.903 4.137
H -4.263 -2.960 4.023
H -4.766 -3.246 5.624
H -6.146 -4.066 3.620
H -5.822 -5.477 4.684
H -4.862 -5.169 3.182
H -1.078 -5.737 7.192
H -0.974 -4.226 8.108
H 1.627 -4.735 7.920
H 1.125 -6.191 6.931
H -0.359 -6.761 8.965
H 0.270 -5.559 9.839
H 2.356 -7.571 8.894
H 1.561 -7.620 10.457
H 2.463 -6.163 10.063
C 3.896 4.661 1.790
C 4.962 4.359 0.706
C 4.830 2.946 0.147
C 5.815 2.576 -1.027
P 5.029 1.745 -2.369
C 4.146 0.381 -1.671
C 4.828 -0.706 -0.809
C 3.807 -1.557 -0.086
C 2.812 -0.844 0.860
C 3.918 2.930 -3.047
C 4.653 4.144 -3.709
C 3.755 5.327 -4.021
C 4.585 6.592 -4.407
C 6.171 1.208 -3.585
C 7.087 0.053 -3.239
C 8.060 -0.294 -4.365
C 7.244 -0.939 -5.529
H 3.796 3.862 2.553
H 2.880 4.703 1.367
H 4.275 5.550 2.216
H 5.961 4.517 1.143
H 4.877 5.089 -0.106
H 3.813 2.788 -0.155
H 5.032 2.249 0.997
H 6.762 2.209 -0.622
H 6.251 3.464 -1.421
H 3.831 -0.147 -2.622
H 3.347 0.782 -1.071
H 5.441 -0.326 -0.001
H 5.566 -1.217 -1.450
H 4.316 -2.354 0.465
H 3.238 -2.057 -0.911
H 2.125 -1.603 1.251
H 2.217 -0.121 0.361
H 3.323 -0.379 1.725
H 3.236 3.224 -2.223
H 3.158 2.503 -3.703
H 5.331 3.841 -4.539
H 5.358 4.541 -2.942
H 3.143 5.585 -3.132
H 3.097 5.093 -4.843
H 3.811 7.251 -4.910
H 5.353 6.306 -5.073
H 5.024 7.027 -3.501
H 6.764 2.045 -3.918
H 5.566 0.850 -4.392
H 6.545 -0.830 -3.019
H 7.562 0.158 -2.243
H 8.706 -1.082 -4.021
H 8.701 0.487 -4.693
H 7.966 -1.441 -6.187
H 6.630 -0.279 -6.124
H 6.646 -1.790 -5.133
C 1.823 -5.943 -1.738
C 1.531 -4.792 -2.699
C 0.470 -3.821 -2.057
C 0.243 -2.486 -2.801
P -0.796 -2.427 -4.249
C -0.373 -3.780 -5.392
C -1.166 -3.847 -6.743
C -0.592 -3.072 -7.927
C 0.829 -3.604 -8.231
C -2.546 -2.463 -3.751
C -2.868 -3.787 -3.043
C -4.304 -3.880 -2.556
C -5.303 -3.867 -3.696
C -0.283 -0.937 -5.113
C -1.509 -0.100 -5.614
C -0.986 1.149 -6.379
C -2.035 2.206 -6.708
H 2.366 -5.762 -0.806
H 2.449 -6.658 -2.273
H 0.879 -6.503 -1.391
H 1.065 -5.369 -3.521
H 2.475 -4.359 -3.094
H 0.745 -3.510 -0.991
H -0.453 -4.392 -1.959
H 1.171 -2.084 -3.258
H -0.207 -1.739 -2.195
H -0.576 -4.692 -4.870
H 0.702 -3.773 -5.550
H -2.234 -3.647 -6.471
H -1.131 -4.833 -7.103
H -0.546 -1.993 -7.726
H -1.197 -3.243 -8.859
H 0.841 -4.709 -8.106
H 1.604 -3.315 -7.507
H 1.177 -3.344 -9.207
H -3.288 -2.295 -4.526
H -2.584 -1.617 -3.036
H -2.253 -3.866 -2.162
H -2.704 -4.542 -3.795
H -4.506 -3.033 -1.828
H -4.386 -4.735 -1.882
H -5.303 -2.892 -4.091
H -6.369 -3.966 -3.328
H -5.238 -4.659 -4.386
H 0.380 -1.120 -6.000
H 0.234 -0.337 -4.373
H -2.012 0.300 -4.661
H -2.185 -0.696 -6.267
H -0.458 0.742 -7.284
H -0.187 1.573 -5.721
H -2.940 1.934 -7.242
H -1.616 3.066 -7.194
H -2.356 2.663 -5.745
C -0.532 4.867 4.187
C -1.272 3.515 3.836
C -1.691 3.470 2.359
C -2.984 4.292 2.134
P -3.432 5.074 0.560
C -3.822 3.681 -0.574
C -3.667 3.971 -2.098
C -4.678 4.890 -2.700
C -4.592 4.860 -4.249
C -1.965 5.934 -0.099
C -1.093 6.842 0.744
C 0.110 7.278 -0.054
C 0.885 6.129 -0.683
C -4.886 6.151 0.767
C -4.681 7.315 1.767
C -5.726 8.425 1.552
C -5.913 9.037 2.883
H 0.134 5.125 3.357
H -0.167 4.951 5.209
H -1.331 5.701 4.132
H -2.232 3.456 4.442
H -0.639 2.640 3.973
H -1.823 2.449 2.038
H -0.938 3.954 1.746
H -2.858 5.049 2.874
H -3.861 3.756 2.480
H -4.832 3.321 -0.438
H -3.211 2.823 -0.207
H -3.597 3.003 -2.610
H -2.623 4.334 -2.229
H -4.579 5.921 -2.281
H -5.723 4.637 -2.352
H -5.242 5.598 -4.834
H -4.843 3.863 -4.568
H -3.559 5.010 -4.520
H -2.262 6.472 -0.981
H -1.308 5.129 -0.435
H -0.811 6.364 1.711
H -1.595 7.748 1.064
H 0.868 7.862 0.509
H -0.299 7.893 -0.833
H 1.121 5.328 0.019
H 1.841 6.503 -1.089
H 0.445 5.610 -1.523
H -5.698 5.569 1.207
H -5.298 6.534 -0.178
H -3.661 7.769 1.658
H -4.609 6.937 2.806
H -6.671 8.005 1.182
H -5.445 9.124 0.758
H -6.611 9.800 3.040
H -4.935 9.182 3.336
H -6.336 8.364 3.619
As 0.199 1.852 -1.603
F 0.901 0.912 -2.877
F 1.740 2.026 -0.727
F -0.558 2.714 -0.338
F -1.284 1.985 -2.576
F -0.254 0.299 -0.960
F 0.725 3.309 -2.465
N -2.118 -4.279 1.825
S -2.626 -5.435 0.830
O -1.539 -5.882 0.006
O -3.878 -5.128 0.266
F -2.784 -6.557 1.956
S -2.255 -2.793 1.510
O -1.936 -2.481 0.172
O -1.628 -1.980 2.491
F -3.785 -2.449 1.669
*
```

Computed properties:
HOMO level, Eh: -0.4739
LUMO energy, eV: -3.08

Mulliken atomic charge list, values in e, 4 entries: -1.36, -0.16, -0.80, -0.99